Entry 1:
Here is a cluster of 2 separate species, C16H17FN3O7S in total in a non-equilibrium geometry from the OMol25 dataset. Energies are from ωB97M-V/def2-TZVPD.

Structure (XYZ):
```
45
Properties=species:S:1:pos:R:3:lowdin_charge:R:1
S -3.627 -0.263 0.257 0.897
F -3.896 -1.908 0.768 -0.247
O -3.527 0.633 1.516 -0.341
O 4.027 -0.497 -4.458 -0.064
O -4.938 0.130 -0.529 -0.362
O 1.792 -2.008 4.293 -0.135
O -1.083 -2.460 -0.096 -0.159
O -3.008 2.304 -1.610 -0.132
O 1.021 -3.754 5.554 -0.112
N 1.431 -2.243 -1.798 0.106
N 5.849 1.075 -3.061 0.118
N 1.769 0.502 -3.672 0.110
C 3.337 -3.488 5.275 -0.069
C -2.647 3.615 -2.167 -0.210
C 0.456 -1.103 -1.878 -0.059
C -1.620 4.504 -1.239 -0.227
C -0.596 1.417 -2.679 0.043
C 2.600 -1.920 -2.687 0.007
C 0.394 -2.994 2.006 -0.082
C 1.910 -3.037 5.014 -0.795
C -2.078 -0.081 -0.824 -0.071
C -0.911 -1.232 -0.928 -0.044
C -1.924 1.319 -1.725 -0.075
C -2.134 4.751 0.303 -0.130
C 4.959 0.427 -3.747 -0.145
C 2.785 -0.604 -3.627 -0.166
C -0.678 -1.981 1.268 -0.211
C 0.600 0.254 -2.762 -0.105
H 3.538 -3.478 6.350 0.057
H -3.136 4.211 0.580 0.086
H 3.488 -2.718 -2.704 0.133
H 3.481 -4.504 4.895 0.057
H -3.662 4.242 -2.216 0.150
H -2.234 3.598 -3.262 0.119
H -1.603 -1.754 1.961 0.126
H -0.529 4.081 -1.314 0.103
H -1.242 4.457 1.039 0.091
H -0.036 -3.181 3.101 0.093
H -0.437 2.367 -3.375 0.101
H 1.429 -2.431 2.134 0.082
H 0.602 -3.988 1.423 0.084
H -0.118 -0.941 1.123 0.134
H 4.058 -2.829 4.782 0.052
H -2.283 5.922 0.459 0.076
H -1.580 5.585 -1.744 0.117
```

**HOMO-LUMO gap**: 3.8585 eV
**Net charge**: -1

Entry 2:
Here is a structure of composition C12H23N2O3P2V in a non-equilibrium geometry from the OMol25 dataset. Energies are from ωB97M-V/def2-TZVPD.

Structure (XYZ):
```
43
Properties=species:S:1:pos:R:3:mulliken_spin:R:1
V -0.177 0.423 0.853 2.865
P 2.106 -0.316 1.080 -0.002
P -2.294 1.028 0.119 -0.098
O 0.354 2.982 -0.142 0.083
O -1.088 -1.111 4.786 0.034
O 2.089 2.011 -1.641 0.001
N -0.678 -0.130 2.634 0.019
N -0.188 -0.765 -0.755 -0.034
C 1.053 -2.184 -2.227 -0.006
C 3.741 0.286 1.596 0.005
C -0.886 -0.616 3.714 0.077
C -2.615 -0.631 -0.687 0.002
C -1.356 -2.239 -2.234 -0.002
C -1.352 -1.240 -1.260 0.021
C -0.134 -2.723 -2.711 0.014
C 1.008 -1.130 -1.306 -0.017
C 2.190 -0.420 -0.734 0.028
C -2.653 2.186 -1.219 0.009
C -3.553 1.232 1.378 0.009
C 2.169 -2.055 1.705 0.019
H 2.258 0.915 -1.201 -0.003
H -3.067 -1.288 0.083 0.008
H 2.878 2.569 -1.777 -0.002
H 1.399 2.532 -0.947 -0.006
H -2.106 1.911 -2.129 0.000
H 0.601 3.439 0.653 -0.001
H 2.030 -2.552 -2.528 -0.001
H 3.208 -2.427 1.692 0.002
H 4.024 1.152 0.980 -0.001
H -4.521 1.401 0.897 0.000
H -0.316 2.135 0.202 -0.013
H -2.328 3.188 -0.917 -0.003
H 4.465 -0.533 1.453 -0.001
H -2.327 -2.609 -2.561 -0.002
H -3.387 -0.466 -1.459 0.002
H -3.594 0.339 2.010 -0.002
H 1.536 -2.714 1.092 -0.004
H -3.726 2.212 -1.439 -0.001
H 3.736 0.588 2.656 0.000
H -3.308 2.089 2.016 -0.003
H 1.794 -2.090 2.742 0.002
H 3.152 -0.871 -1.011 0.002
H -0.135 -3.509 -3.455 0.000
```

**HOMO-LUMO gap (alpha / beta)**: 7.6626 / 8.2656 eV
**Relative energy (zero: lowest compared OMol25 entry of this formula, charge and spin)**: 48.08 kcal per mole
**2S+1**: 4
**Net charge**: +1

Entry 3:
Here is a cluster of 2 separate species, C4H7NO2 in total in a non-equilibrium geometry from the OMol25 dataset. Energies are from ωB97M-V/def2-TZVPD.

Structure (XYZ):
```
14
Properties=species:S:1:pos:R:3:lowdin_charge:R:1
O -0.372 0.834 -1.538 -0.176
O -0.219 -1.350 -1.353 -0.118
N 0.251 -0.265 -0.809 0.039
C -0.721 -0.071 3.074 -0.027
C -0.045 -2.560 -1.038 -0.043
C 0.273 2.076 -1.207 -0.067
C 0.262 0.240 2.449 -0.046
H -1.620 -0.462 3.590 0.036
H 0.601 -2.761 -0.136 0.093
H -0.465 2.669 -1.583 0.061
H 1.195 2.235 -1.708 0.079
H 0.321 2.128 -0.185 0.043
H 1.182 0.646 2.012 0.031
H -0.644 -3.360 -1.567 0.096
```

**HOMO-LUMO gap (alpha / beta)**: 8.9736 / 8.3144 eV
**Relative energy (zero: lowest compared OMol25 entry of this formula, charge and spin)**: 220.08 kcal per mole

Entry 4:
Here is a structure of composition C9H38NO13 in a non-equilibrium geometry from the OMol25 dataset. Energies are from ωB97M-V/def2-TZVPD.

Structure (XYZ):
```
61
Properties=species:S:1:pos:R:3:lowdin_charge:R:1
O -3.806 -1.781 2.215 -0.037
O -0.507 1.279 -4.164 -0.009
O 0.079 -2.147 -1.564 -0.068
O 1.809 -3.031 0.975 -0.029
O -1.222 1.812 1.049 0.071
O -0.237 -0.488 3.292 -0.015
O 3.247 -1.459 -0.156 -0.037
O 1.502 1.208 2.892 -0.053
O -0.442 2.053 -0.822 -0.073
O 0.201 0.463 1.391 -0.066
O -0.284 -0.237 -0.530 -0.246
O 1.081 -1.308 0.681 0.130
O -2.290 0.461 -1.381 -0.018
N 0.365 -0.335 0.525 -0.318
C -3.144 -1.708 0.969 -0.430
C 0.406 -0.022 -2.306 -0.079
C 1.365 3.620 2.281 -0.032
C 0.556 0.496 -3.748 -0.456
C 2.072 2.197 2.069 -0.392
C 2.090 1.826 0.568 -0.020
C -3.419 -2.916 0.073 -0.043
C -1.619 -1.439 1.142 -0.019
C 1.887 1.187 -3.939 -0.047
H -0.189 1.130 -0.820 -0.091
H -2.895 -3.801 0.434 0.075
H -2.688 1.024 -0.717 0.052
H 1.472 -2.157 0.777 -0.347
H 2.874 -2.122 -0.736 0.034
H -1.544 -0.477 1.650 0.092
H -1.635 -0.048 -0.902 -0.045
H -2.992 -2.906 -0.930 0.078
H -3.425 -2.408 2.834 0.086
H 1.100 1.593 0.175 0.046
H -1.113 -2.258 1.652 0.119
H -0.887 -1.189 3.339 0.042
H 0.480 0.770 -1.561 0.068
H 1.510 3.918 3.319 0.063
H 1.985 4.341 1.749 0.063
H 3.102 2.285 2.416 0.130
H 2.677 0.493 -3.652 0.077
H -0.746 0.981 1.072 -0.149
H -0.788 2.210 0.057 -0.172
H 2.493 -0.957 0.152 -0.018
H -1.244 2.100 1.962 0.114
H -0.211 -0.247 2.366 -0.114
H 0.794 -2.735 -1.320 0.057
H 0.627 0.947 2.594 -0.012
H 2.046 1.954 -3.181 0.078
H -1.192 -1.401 0.140 0.077
H 1.034 -3.593 0.970 0.035
H 2.391 2.739 0.056 0.092
H 0.323 3.685 1.967 0.063
H -0.524 -0.578 -2.189 0.099
H 2.869 1.095 0.350 0.086
H -4.496 -3.069 0.001 0.076
H -1.284 0.817 -3.841 0.084
H 2.039 1.590 -4.940 0.073
H 1.133 -0.768 -1.987 0.107
H 0.593 -0.447 -4.294 0.130
H -3.525 -0.817 0.470 0.126
H 0.142 -1.422 -0.941 -0.089
```

**HOMO-LUMO gap**: 7.4945 eV
**Relative energy (zero: lowest compared OMol25 entry of this formula, charge and spin)**: 510.06 kcal per mole
**Net charge**: -1

Entry 5:
Here is a structure of composition C7H18AuClI2OP2 in a non-equilibrium geometry from the OMol25 dataset. Energies are from ωB97M-V/def2-TZVPD.

Structure (XYZ):
```
32
Properties=species:S:1:pos:R:3:mulliken_spin:R:1
Au -0.843 -0.353 0.398 0.010
I 3.110 1.267 -0.520 0.961
I 0.318 3.650 -2.379 0.975
Cl -3.086 -2.004 1.601 -0.040
P -0.051 1.053 2.154 -0.027
P -0.077 -0.756 -2.217 0.081
O -0.865 -3.357 1.030 -0.034
C 0.038 -0.010 3.656 0.002
C 1.481 1.959 2.347 0.045
C -1.229 2.325 2.719 -0.003
C -1.312 -2.275 0.968 -0.021
C -0.275 -2.560 -2.521 0.002
C 1.629 -0.521 -2.916 0.050
C -1.071 -0.054 -3.482 0.001
H -0.906 1.042 -3.397 -0.003
H 0.482 -3.127 -1.941 0.000
H -2.240 1.903 2.767 0.000
H -0.133 -2.755 -3.590 0.003
H 2.371 -1.115 -2.378 -0.003
H 0.825 -0.748 3.542 0.000
H 1.475 2.546 3.247 -0.006
H -2.107 -0.301 -3.204 0.000
H 2.347 1.275 2.324 0.001
H -0.916 -0.342 -4.507 0.003
H 1.838 0.577 -2.792 0.002
H 1.574 2.679 1.444 -0.002
H 0.290 0.616 4.545 0.000
H -1.271 -2.861 -2.210 0.001
H -0.926 2.701 3.704 -0.001
H -0.907 -0.493 3.815 0.000
H -1.207 3.172 1.998 -0.001
H 1.622 -0.741 -4.027 0.002
```

**HOMO-LUMO gap (alpha / beta)**: 4.5439 / 4.0932 eV
**2S+1**: 3
**Net charge**: +2

Entry 6:
Here is a cluster of 14 separate species, H28O14 in total from the OMol25 dataset. Energies are from ωB97M-V/def2-TZVPD.

Structure (XYZ):
```
42
Properties=species:S:1:pos:R:3:lowdin_charge:R:1
O -3.712 7.676 -10.083 -0.055
O -4.331 4.431 -13.981 -0.055
O 2.712 4.442 -15.617 -0.055
O -0.908 11.199 -8.528 -0.055
O 5.431 5.106 -11.074 -0.053
O -1.816 2.292 -7.295 -0.056
O -5.801 2.830 -9.893 -0.053
O 3.533 9.050 -8.518 -0.056
O 2.391 5.118 -5.855 -0.055
O 0.856 -1.554 -11.293 -0.054
O 3.061 9.835 -13.548 -0.053
O -1.813 9.622 -15.122 -0.055
O 0.502 4.957 -11.370 -0.055
O 5.147 0.619 -12.456 -0.054
H 2.598 4.973 -4.932 0.027
H 3.741 9.254 -13.886 0.028
H -1.019 9.472 -14.609 0.027
H -6.531 3.340 -9.541 0.027
H -0.696 12.041 -8.125 0.029
H 3.219 9.866 -12.604 0.025
H 0.019 4.322 -10.841 0.030
H 4.247 9.622 -8.237 0.028
H 5.921 0.241 -12.040 0.027
H 5.139 1.531 -12.165 0.025
H 1.882 4.175 -16.010 0.029
H 4.574 5.469 -10.853 0.027
H -5.474 3.353 -10.625 0.026
H 1.850 4.368 -6.101 0.029
H -1.979 1.771 -6.509 0.027
H -2.641 2.261 -7.779 0.027
H 0.066 5.792 -11.198 0.027
H -4.612 7.705 -9.757 0.027
H 1.686 -1.148 -11.546 0.026
H -4.463 4.714 -14.886 0.029
H -4.070 5.226 -13.516 0.027
H -3.272 8.400 -9.637 0.028
H -1.576 9.362 -16.013 0.027
H 3.563 8.312 -7.910 0.029
H 2.544 4.435 -14.674 0.025
H -0.057 10.811 -8.734 0.026
H 5.769 5.686 -11.757 0.027
H 1.086 -2.141 -10.573 0.026
```

**HOMO-LUMO gap**: 11.3016 eV
**Relative energy (zero: lowest compared OMol25 entry of this formula, charge and spin)**: 69.93 kcal per mole